23
Properties=species:S:1:pos:R:3:forces:R:3:lowdin_charge:R:1 method="wB97M-V/def2-TZVPD" energy_ev=-22149.9615 total_charge=+4 homo_energy_ev="-25.7 / -25.4" multiplicity=6 lumo_energy_ev="-16.52 / -22.04"
Pd 2.01692 -0.41378 1.50865 0.4663 1.3174 -0.5986 1.383
Pd -2.17363 0.44443 1.99355 0.8683 -0.2921 0.5302 1.512
F 0.00564 0.26419 1.97834 -1.2963 -0.2621 -0.2732 -0.511
C 1.82767 2.06679 -0.09274 0.0121 -1.1296 -1.2732 -0.173
C 2.32262 1.02711 -1.11639 0.0306 1.3710 -0.9991 -0.149
O 1.88001 -0.32563 -0.88710 -0.9410 0.5170 2.2232 -0.086
O 2.41744 1.85714 1.17342 0.4191 -1.7275 -0.3680 -0.031
H 0.74711 1.96140 0.00412 -0.2653 0.0934 -0.0008 0.108
H 2.03042 3.06817 -0.47253 0.1954 0.0830 0.0075 0.174
H 3.38590 0.98664 -1.35281 0.2199 0.4146 0.5921 0.163
H 1.84861 1.30395 -2.05807 -0.0526 0.3341 -0.2026 0.155
H 2.22179 -0.80508 -1.64534 0.4985 -1.0718 -0.1105 0.140
H 2.49374 2.68864 1.64711 0.1246 0.3724 0.9879 0.159
C -1.95937 -1.13866 -0.81686 2.2675 0.3298 3.7651 -0.003
C -1.85363 -2.08651 0.40777 -2.3597 -0.6218 -1.2379 -0.085
O -2.71439 -1.62242 1.42271 1.3509 1.3004 -0.2685 -0.014
O -2.02231 0.16983 -0.29376 -1.0976 -1.4585 -0.0904 0.094
H -2.78013 -1.47334 -1.45123 -0.8634 -0.1548 -0.9642 0.240
H -1.02582 -1.04590 -1.37183 0.3360 -0.4638 -1.4879 0.194
H -0.84023 -2.27663 0.76128 0.6040 0.1810 0.0275 0.176
H -2.29723 -3.05454 0.17486 0.6744 -0.5101 -0.6229 0.186
H -3.35770 -2.32409 1.54681 -1.1297 -0.2644 1.1964 0.180
H -2.17349 0.72819 -1.05991 -0.0621 1.6423 -0.8323 0.188